Below is a 2-piece molecular cluster, C6H14N2O2 overall at a distorted geometry, with properties calculated with the ωB97M-V functional and the def2-TZVPD basis.

Values from the calculation:
Energy relative to the best compared isomer or geometry (same formula, charge and spin) ... 43.3 kcal/mol
Electronic energy ... -496.66277 a.u.
Frontier orbital gap (spin up / spin down) ... 10.77 / 5.45 eV
<S²> ... 0.766
HOMO level (spin up / spin down) ... -13.76 / -13.76 eV
Charge ... +1
Multiplicity ... 2

Atoms and positions in Å:
C  1.4268  2.1621  2.1424
C  1.3283  -1.5509  1.0894
C  1.2679  0.8882  1.2008
O  1.0351  0.9835  0.0544
N  1.3749  -0.3236  1.8317
H  2.3210  2.6001  1.9701
H  1.5708  -0.3983  2.7942
H  1.8491  -1.4539  0.1311
H  0.5823  2.9251  1.9324
H  1.3125  1.7896  3.1289
H  1.9540  -2.4376  1.4855
H  0.3988  -1.8560  0.8486
C  -0.4978  -0.8014  -3.1655
C  -2.2509  0.1821  0.0463
C  -1.9847  -0.1029  -1.3633
O  -2.6861  0.1890  -2.2582
N  -0.7706  -0.7610  -1.7232
H  0.0661  -0.4633  -1.0303
H  -1.3465  -0.5621  -3.7922
H  -3.2258  0.7395  0.0665
H  0.3935  -0.1465  -3.2914
H  -0.1931  -1.7700  -3.3832
H  -2.2327  -0.7021  0.7499
H  -1.6929  0.8703  0.5353

The net atomic charges from Löwdin, expressed in e, are:
1. C 0.0483
2. C -0.0847
3. C -0.5243
4. O 0.0530
5. N 0.0296
6. H 0.0379
7. H 0.1247
8. H 0.0863
9. H 0.1242
10. H 0.0567
11. H 0.1373
12. H 0.0237
13. C 0.0292
14. C 0.0350
15. C -0.4591
16. O 0.2283
17. N 0.2177
18. H 0.1758
19. H 0.1081
20. H 0.1326
21. H 0.1462
22. H 0.0936
23. H 0.1370
24. H 0.0431